(1)
Entry from the OMol25 dataset: C46H46CoN5O4PS2 as an isolated structure at a distorted geometry (ωB97M-V/def2-TZVPD).

Calculated values
Max |F| (Eh/bohr): 0.0221
Charge: +1
Molar mass (g/mol): 886.946
Multiplicity: 1
Calculated total energy (Eh): -4875.6322

Element x y z (Å)
Co (1.47879, 0.64882, -0.80403)
O (5.18264, 0.45281, -0.60053)
C (4.32374, 1.22520, -0.94695)
O (3.16742, 0.82788, -1.47973)
C (4.49586, 2.70228, -0.85112)
C (5.78414, 3.22362, -0.78261)
C (5.97774, 4.59124, -0.71609)
C (4.88227, 5.44775, -0.70427)
C (3.59935, 4.93260, -0.75253)
C (3.39690, 3.55489, -0.82784)
P (1.66048, 2.99938, -0.83270)
C (1.06060, 3.60635, -2.43303)
C (-0.23558, 4.05576, -2.69996)
C (-0.60898, 4.38254, -3.99546)
C (0.29232, 4.24292, -5.04161)
C (1.57773, 3.78639, -4.78861)
C (1.95946, 3.46900, -3.49592)
C (0.94395, 3.90219, 0.55997)
C (0.01660, 4.93596, 0.44361)
C (-0.52866, 5.50914, 1.58478)
C (-0.14134, 5.06939, 2.83964)
C (0.83264, 4.08755, 2.96136)
C (1.37099, 3.50312, 1.82991)
H (6.61970, 2.53668, -0.79106)
H (6.98120, 4.99334, -0.67117)
H (5.02913, 6.51828, -0.64842)
H (2.74912, 5.60454, -0.72536)
H (-0.96517, 4.17552, -1.91308)
H (-1.61071, 4.74743, -4.18350)
H (-0.00830, 4.48805, -6.05183)
H (2.28632, 3.67924, -5.59925)
H (2.96734, 3.12043, -3.30701)
H (-0.25484, 5.33136, -0.52450)
H (-1.25880, 6.30168, 1.48608)
H (-0.59357, 5.49279, 3.72656)
H (1.15809, 3.76226, 3.94008)
H (2.14258, 2.74963, 1.93071)
C (-5.55486, 0.69901, -0.86943)
C (-4.65623, -0.53249, -0.98598)
C (-5.04721, -1.32498, -2.24278)
C (-4.84983, -1.40075, 0.26944)
C (-3.18753, -0.15359, -1.07353)
C (-2.72732, 1.15206, -0.97202)
C (-1.37270, 1.40140, -0.97988)
N (-0.45713, 0.44208, -1.12239)
C (-0.88333, -0.83447, -1.19347)
C (-2.21870, -1.15194, -1.19562)
C (0.20893, -1.83044, -1.18930)
C (0.03210, -3.20006, -1.16002)
C (1.13586, -4.04443, -1.07506)
C (2.39721, -3.44398, -1.04773)
C (2.50743, -2.07215, -1.09644)
N (1.42827, -1.28963, -1.15985)
C (1.00478, -5.55938, -1.02357)
C (1.70918, -6.07964, 0.23853)
C (1.67962, -6.14840, -2.27404)
C (-0.45608, -6.00993, -0.99345)
H (-6.59510, 0.37559, -0.81998)
H (-5.45378, 1.35750, -1.73598)
H (-5.33871, 1.26478, 0.03889)
H (-6.10975, -1.56971, -2.20247)
H (-4.49285, -2.26189, -2.32652)
H (-4.86868, -0.73898, -3.14739)
H (-5.90339, -1.67113, 0.36445)
H (-4.54772, -0.85390, 1.16482)
H (-4.27034, -2.32631, 0.21880)
H (-3.40487, 1.97788, -0.81706)
H (-1.01104, 2.40152, -0.82510)
H (-2.51885, -2.18906, -1.25626)
H (-0.96612, -3.60865, -1.19184)
H (3.29829, -4.03748, -0.98267)
H (3.46676, -1.56723, -1.09193)
H (2.77923, -5.86690, 0.22737)
H (1.58810, -7.16224, 0.30324)
H (1.28219, -5.63264, 1.13921)
H (2.74833, -5.92969, -2.29526)
H (1.23098, -5.74923, -3.18598)
H (1.55766, -7.23289, -2.27988)
H (-0.98324, -5.61557, -0.12046)
H (-0.49275, -7.09821, -0.93766)
H (-0.99509, -5.71169, -1.89622)
N (-2.18662, -4.83764, 4.81362)
C (-2.11927, -3.54834, 4.35030)
C (-2.11707, -2.47006, 5.24207)
C (-1.99557, -1.17410, 4.77911)
C (-1.89384, -0.92852, 3.41507)
C (-1.91232, -1.99045, 2.51595)
C (-2.02749, -3.28659, 2.97571)
S (-1.69896, 0.72668, 2.84547)
O (-2.91560, 1.15436, 2.20391)
O (-1.21786, 1.49593, 3.96862)
N (-0.59714, 0.60140, 1.66981)
C (0.66315, 0.37775, 1.96770)
S (1.35272, 0.11712, 3.56301)
C (2.92581, -0.15744, 2.88973)
C (2.89567, -0.05117, 1.56324)
N (1.63937, 0.25626, 1.03306)
H (-2.35867, -5.01738, 5.78443)
H (-2.30049, -5.60165, 4.17581)
H (-2.20805, -2.66018, 6.30573)
H (-1.97493, -0.34135, 5.47008)
H (-1.83559, -1.78795, 1.45425)
H (-2.05038, -4.11614, 2.27560)
H (3.77733, -0.39801, 3.50523)
H (3.73295, -0.19265, 0.90045)

Results of the Löwdin charge analysis, in e, for atoms 1 through 99: 0.57, 0.11, -0.55, -0.17, -0.13, 0.01, -0.04, -0.05, -0.06, -0.28, 1.14, -0.32, -0.10, -0.06, -0.06, -0.06, -0.07, -0.34, -0.08, -0.06, -0.05, -0.05, -0.09, 0.13, 0.11, 0.11, 0.12, 0.08, 0.11, 0.11, 0.11, 0.11, 0.09, 0.11, 0.12, 0.12, 0.10, -0.05, -0.55, -0.03, -0.03, -0.12, 0.04, -0.08, 0.04, -0.17, 0.05, -0.16, 0.07, -0.12, 0.03, -0.04, 0.05, -0.56, -0.03, -0.03, -0.06, 0.09, 0.09, 0.09, 0.09, 0.08, 0.09, 0.10, 0.08, 0.08, 0.12, 0.08, 0.12, 0.11, 0.12, 0.12, 0.08, 0.09, 0.09, 0.08, 0.10, 0.09, 0.08, 0.09, 0.09, 0.11, -0.31, -0.02, -0.05, -0.32, -0.07, -0.03, 0.56, -0.31, -0.34, -0.09, -0.66, 1.10, -0.37, -0.22, -0.06, 0.10, 0.09

=====

(2)
Entry from the OMol25 dataset: a 2-piece molecular cluster, CH3ClFOP overall at a distorted geometry (ωB97M-V/def2-TZVPD).

Calculated values
Max |F| (Eh/bohr): 0.0860
Charge: 0
Molar mass (g/mol): 116.459
Multiplicity: 1
Calculated total energy (Eh): -1016.4797

Element x y z (Å)
C (-0.13484, 0.75020, 0.70012)
O (0.42339, 0.43698, 2.00823)
F (0.80883, -1.52801, -1.41883)
P (-0.33485, -0.46814, -1.76009)
Cl (-1.82453, -1.77825, -2.00841)
H (0.74807, 1.17064, -0.03279)
H (-1.03716, 1.35139, 0.64463)
H (1.35109, 0.06519, 1.86715)

Calculated atomic charges, method natural (NBO), unit e: -0.12, -0.70, -0.59, 0.91, -0.30, 0.14, 0.18, 0.49

=====

Look up the charge of the first one. +1

=====

Which of these has the highest charge? C46H46CoN5O4PS2